Entry from OMol25: an isolated ion of composition H2NO4S and charge -1 at a distorted geometry (ωB97M-V/def2-TZVPD).

```
8
Properties=species:S:1:pos:R:3:mulliken_charge:R:1
N -0.56788 -0.48066 0.82148 -0.186
O 0.46746 1.63875 -0.44299 -0.618
O 1.90686 -0.46623 -0.28745 -0.684
O -1.55853 0.41990 0.59526 -0.325
O -0.53563 -1.25107 -0.37180 -0.447
S 1.12084 0.64474 0.42159 0.538
H -1.22307 0.90317 -0.09974 0.342
H 0.38995 -1.40859 -0.63635 0.380
```

Properties
Energy relative to the best compared isomer or geometry (same formula, charge and spin)   164.23 kJ/mol
Total charge   -1



Entry from OMol25: Cl2H3N2P as an isolated structure at a distorted geometry (ωB97M-V/def2-TZVPD).

```
8
Properties=species:S:1:pos:R:3:mulliken_charge:R:1
N -0.20263 0.18126 -0.33658 -0.381
N 0.85763 -0.65509 -0.44067 -0.388
P 2.66063 -0.01969 0.73623 0.368
Cl 3.89848 -1.21583 -0.26853 -0.158
Cl 2.85205 1.68925 -0.29051 -0.180
H -0.64125 0.28703 0.57795 0.226
H -0.00141 1.07395 -0.77150 0.246
H 0.65775 -1.52253 0.05873 0.267
```

Properties
Energy relative to the best compared isomer or geometry (same formula, charge and spin)   229.22 kJ/mol



Entry from OMol25: a 3-piece molecular cluster, C3H9NO2 overall at a distorted geometry (ωB97M-V/def2-TZVPD).

```
15
Properties=species:S:1:pos:R:3:mulliken_charge:R:1
O 1.18557 1.28450 -1.14670 -0.615
C 0.06369 0.76448 -1.16466 -0.172
C -0.58855 0.21562 -0.00735 0.152
C -2.00821 -0.23983 0.04981 -0.984
N -0.02508 0.53450 1.27722 -0.546
H -0.52351 0.74094 -2.10428 0.332
H 0.00969 -1.53938 0.07150 0.185
H -2.77278 0.48335 0.31894 0.316
H -2.38469 -0.69083 -0.87335 0.391
H -2.02942 -1.03941 0.80586 0.285
H 0.43045 -0.31126 1.64489 0.343
H 0.63574 1.29216 1.25507 0.295
H 3.39659 -0.71116 0.12333 0.298
H 2.17265 0.00298 -0.37979 0.340
O 2.43784 -0.78667 0.12953 -0.619
```

Properties
Energy relative to the best compared isomer or geometry (same formula, charge and spin)   432.85 kJ/mol



Entry from OMol25: C5H6O2 in the gas phase (ωB97M-V/def2-TZVPD).

```
13
Properties=species:S:1:pos:R:3:mulliken_charge:R:1
O -2.38188 -0.30802 0.31166 -0.556
C -1.19617 -0.21492 0.09782 0.381
C -0.36493 0.98923 0.49656 -0.333
C 0.71542 -0.71358 -1.54886 -0.318
C 1.11065 0.65394 0.40549 -0.522
O 1.42074 0.20836 -0.94461 -0.141
C -0.38557 -1.26372 -0.64303 -0.410
H -0.64365 1.33760 1.49444 0.336
H -0.60240 1.79188 -0.21409 0.259
H 1.75507 1.51487 0.58350 0.312
H 1.39397 -0.14748 1.09852 0.311
H -1.03687 -1.94192 -1.19491 0.372
H 0.13654 -1.86080 0.12730 0.309
```

Properties
Energy relative to the best compared isomer or geometry (same formula, charge and spin)   272.37 kJ/mol



Entry from OMol25: a 13-piece molecular cluster, C50H94F2O28 overall at a distorted geometry (ωB97M-V/def2-TZVPD).

```
174
Properties=species:S:1:pos:R:3:mulliken_charge:R:1
C -17.28497 -18.97419 8.57115 1.984
C -17.65140 -20.32424 7.75876 0.743
O -18.39233 -21.04320 8.63938 -0.385
C -18.18328 -20.53342 9.91858 0.128
O -18.63655 -21.05948 10.90385 -0.271
O -17.59779 -19.36930 9.90318 0.495
F -16.54801 -21.06271 7.45686 -0.382
H -17.80111 -18.10057 8.34087 -1.218
H -16.20199 -18.73452 8.57377 -1.098
H -18.29890 -20.14531 6.86860 0.083
C -22.37322 -20.03678 8.66331 0.197
C -23.26605 -20.99303 7.90615 0.229
O -22.42319 -21.79475 7.17037 -0.394
C -21.24044 -21.18596 7.05870 0.539
O -20.35725 -21.56918 6.34808 -0.576
O -21.16513 -20.15317 7.87694 0.002
F -24.05036 -20.29559 7.00906 -0.344
H -22.20434 -20.42282 9.68385 -0.269
H -22.79224 -19.03157 8.61670 0.274
H -23.87800 -21.64359 8.48092 0.304
O -12.31855 -21.01176 10.97262 -0.638
C -13.45462 -20.62462 11.11590 0.413
O -13.77276 -19.45588 11.63877 0.309
C -12.66924 -18.68813 12.28198 -0.516
C -12.05658 -19.23689 13.52623 -1.073
C -14.76903 -21.35731 10.71309 -0.017
H -13.12726 -17.74787 12.45183 0.442
H -11.95923 -18.56221 11.46936 0.376
H -12.85069 -19.36276 14.25357 0.076
H -11.23516 -18.65158 14.02486 0.334
H -11.66038 -20.29151 13.42281 0.391
H -15.61478 -20.88238 11.20360 -0.394
H -14.68879 -22.44453 10.86300 0.501
H -14.88373 -21.21233 9.62183 -0.219
O -23.66860 -22.94044 10.79903 -0.551
C -23.45455 -23.45412 11.87438 0.812
O -22.24526 -23.67650 12.37660 -0.265
C -21.06616 -23.31476 11.64355 0.633
C -19.80663 -23.57319 12.45349 -0.683
C -24.56434 -23.96560 12.74461 -1.122
H -21.15672 -22.29271 11.25962 -0.578
H -21.01346 -23.86595 10.67099 0.396
H -19.90568 -24.55481 12.92228 0.504
H -19.67869 -22.77135 13.25070 -0.178
H -18.89975 -23.49633 11.84416 0.170
H -25.51515 -23.46496 12.52870 0.288
H -24.24503 -23.81609 13.76665 0.290
H -24.62555 -25.01555 12.47998 0.348
O -18.96800 -16.66207 18.78610 -0.594
C -18.68403 -15.67758 18.14970 0.801
O -19.59197 -14.83475 17.59148 -0.372
C -21.03037 -15.24944 17.69988 0.017
C -21.38100 -15.69480 16.34058 -0.483
C -17.25762 -15.17829 17.83428 -0.941
H -21.55828 -14.41855 18.18279 0.375
H -21.06827 -16.19075 18.30858 -0.156
H -20.78745 -16.46853 15.93834 -0.148
H -21.36575 -14.92165 15.54235 0.383
H -22.40572 -16.07602 16.39026 0.272
H -16.54797 -15.94925 18.13386 0.136
H -17.03793 -14.26333 18.38371 0.479
H -17.12482 -14.87194 16.81873 0.225
O -22.87882 -17.10959 14.02192 -0.359
C -23.97703 -16.87245 13.53487 0.782
O -24.82126 -17.85191 13.30315 -0.375
C -24.43371 -19.15070 13.77729 0.650
C -25.62558 -20.08390 13.82382 -1.352
C -24.40564 -15.49820 13.17853 -1.024
H -24.10495 -19.01968 14.79603 -0.003
H -23.56282 -19.48204 13.16809 -0.113
H -26.06956 -20.07236 12.81972 0.365
H -26.39731 -19.66630 14.52583 0.351
H -25.29382 -21.05066 14.20558 0.320
H -23.70194 -15.00707 12.49190 0.272
H -24.35322 -14.85614 14.08953 0.276
H -25.46021 -15.44259 12.76128 0.287
O -17.68069 -17.36733 5.67248 -0.444
C -18.20140 -17.10456 4.62256 0.870
O -19.53426 -17.10314 4.38937 -0.375
C -20.43903 -17.44090 5.47211 0.681
C -21.65611 -18.21723 4.91487 -1.204
C -17.52391 -16.90762 3.27126 -1.389
H -20.80593 -16.48667 5.92530 0.151
H -19.89879 -18.04640 6.18867 -0.298
H -22.21557 -17.56770 4.20410 0.391
H -22.36832 -18.49407 5.78088 0.170
H -21.41844 -19.14786 4.38791 0.339
H -17.87629 -16.00902 2.82240 0.380
H -17.78273 -17.71578 2.63424 0.379
H -16.45343 -16.94133 3.36724 0.342
O -12.53503 -16.51253 8.75497 -0.641
C -13.50869 -17.16631 8.98009 0.467
O -13.79004 -18.32524 8.41063 -0.071
C -12.93386 -18.79173 7.33069 -0.467
C -13.66979 -20.00478 6.77873 -0.704
C -14.46772 -16.87604 10.12435 0.758
H -12.00403 -19.00748 7.83768 0.303
H -12.76662 -18.09750 6.49825 0.330
H -13.79018 -20.66660 7.66496 0.047
H -13.05012 -20.43426 6.00852 0.515
H -14.64569 -19.60767 6.46054 0.083
H -14.65806 -17.78612 10.68115 -0.712
H -15.47142 -16.44584 9.86152 -0.575
H -14.00223 -16.10175 10.70109 0.674
O -17.16330 -21.98060 16.14852 -0.645
C -17.00413 -20.92761 15.64295 0.288
O -16.76206 -19.74984 16.29989 -0.055
C -17.19209 -19.63953 17.66460 0.661
C -16.16004 -19.98880 18.73140 -1.540
C -17.01931 -20.66456 14.16670 -0.142
H -18.13618 -20.19033 17.79363 0.144
H -17.43166 -18.55784 17.75051 -0.209
H -16.38432 -19.51795 19.68180 0.363
H -15.19192 -19.73264 18.31419 0.306
H -16.12307 -21.03857 18.88622 0.469
H -16.00474 -20.53157 13.78546 0.275
H -17.51728 -19.71063 13.90433 -0.210
H -17.56748 -21.46312 13.62542 0.112
O -16.70591 -14.62646 9.75418 -0.580
C -17.37158 -14.37161 8.75061 0.813
O -17.03220 -13.68039 7.71418 -0.321
C -15.66477 -13.10557 7.73526 -0.015
C -15.67934 -11.72783 8.36007 -1.190
C -18.77009 -15.00782 8.61706 -0.520
H -15.48768 -13.10107 6.63515 0.289
H -15.04650 -13.81715 8.23619 0.166
H -15.89603 -11.71308 9.43006 0.313
H -16.30622 -11.08517 7.81235 0.343
H -14.67326 -11.33909 8.22017 0.382
H -19.28358 -15.14172 9.59578 0.168
H -18.68156 -16.10547 8.44946 -0.212
H -19.57935 -14.67270 7.96691 0.441
O -12.43028 -16.06154 15.05000 -0.505
C -13.28234 -15.26081 15.25545 0.801
O -14.56224 -15.57853 15.58305 -0.430
C -14.84280 -16.97265 15.59218 1.036
C -14.27250 -17.74895 16.75131 -0.909
C -12.95506 -13.77393 15.40806 -1.218
H -14.64627 -17.40361 14.62823 -0.459
H -15.93260 -17.01153 15.70810 -0.020
H -13.20611 -17.58325 16.92023 0.460
H -14.43804 -18.76566 16.37631 0.014
H -14.79471 -17.43863 17.63480 0.357
H -13.32695 -13.30728 14.45569 0.263
H -11.85755 -13.76550 15.34770 0.352
H -13.45857 -13.35989 16.23766 0.355
O -22.42627 -21.70323 16.41922 -0.595
C -21.31938 -21.77117 16.84215 0.714
O -20.62894 -20.68386 17.22585 -0.209
C -21.19111 -19.41423 17.27582 0.954
C -21.50914 -19.13004 18.71778 -1.419
C -20.49747 -23.00408 17.13125 -0.920
H -22.12247 -19.39614 16.63872 -0.180
H -20.39118 -18.80213 16.78079 -0.053
H -21.65620 -18.03880 18.90565 0.290
H -20.67375 -19.43172 19.36958 0.293
H -22.41173 -19.65304 19.05192 0.384
H -19.47758 -22.71410 16.81054 0.149
H -20.90291 -23.87913 16.66732 0.351
H -20.61369 -23.08858 18.24045 0.294
O -20.55272 -18.96655 11.04588 -0.546
C -20.28354 -19.02593 12.23134 0.422
O -19.50052 -18.06418 12.79759 0.225
C -19.04100 -17.07375 11.90642 0.077
C -17.84986 -16.49150 12.66902 -0.963
C -20.71438 -20.04624 13.22777 1.496
H -19.78879 -16.28118 11.84985 0.207
H -18.90544 -17.55409 10.99090 -0.242
H -18.09084 -16.18571 13.66138 0.374
H -17.34274 -15.69648 12.14326 0.521
H -17.10596 -17.33258 12.80928 -0.127
H -19.97545 -20.37138 13.98309 -0.324
H -21.08248 -20.93030 12.63244 -1.061
H -21.47644 -19.56443 13.89783 -0.266
```



Number 1: HOMO-LUMO gap 0.2869 Eh, DFT total energy -20546.1167 eV, highest occupied orbital energy -3.73 eV. Number 2: HOMO-LUMO gap 0.3034 Eh, DFT total energy -37361.8983 eV, highest occupied orbital energy -7.98 eV. Number 3: HOMO-LUMO gap 0.2848 Eh, DFT total energy -8838.4690 eV, highest occupied orbital energy -8.93 eV. Number 4: HOMO-LUMO gap 0.3406 Eh, DFT total energy -9374.2727 eV, highest occupied orbital energy -8.58 eV. Number 5: HOMO-LUMO gap 0.3838 Eh, DFT total energy -116141.4993 eV, highest occupied orbital energy -10.09 eV.